{
  "formula": "C49H53F6N5O4",
  "method": "the ωB97M-V functional and the def2-TZVPD basis",
  "symbols": ["C", "C", "C", "C", "C", "C", "C", "C", "C", "C", "C", "C", "N", "N", "N", "C", "C", "C", "C", "C", "C", "C", "C", "C", "C", "C", "C", "C", "C", "C", "C", "C", "F", "F", "F", "C", "C", "C", "F", "F", "F", "C", "C", "C", "H", "H", "H", "H", "H", "H", "H", "H", "H", "H", "H", "H", "H", "H", "H", "H", "H", "H", "H", "H", "H", "H", "H", "H", "H", "H", "H", "H", "H", "H", "H", "H", "H", "H", "H", "H", "H", "H", "H", "C", "O", "C", "C", "C", "C", "C", "C", "C", "O", "N", "C", "C", "O", "N", "C", "C", "O", "C", "C", "H", "H", "H", "H", "H", "H", "H", "H", "H", "H", "H", "H", "H", "H"],
  "coordinates": [[-5.0820, -1.6766, 4.0036], [-5.1389, -0.1426, 3.9314], [-5.7234, 0.3507, 5.2555], [-5.9205, 0.3199, 2.7102], [-7.2670, 0.6507, 2.8337], [-8.0771, 0.7317, 1.7045], [-7.5397, 0.4597, 0.4448], [-6.1854, 0.2036, 0.2800], [-5.7028, -0.0717, -1.1514], [-5.6282, 1.2241, -1.9523], [-6.5337, -1.1299, -1.8870], [-5.3495, 0.2498, 1.4190], [-3.9594, -0.0705, 1.2587], [-3.7239, -1.2302, 0.5985], [-2.3891, -1.4038, 0.6037], [-1.8036, -2.4543, -0.1924], [-0.9678, -2.1199, -1.2791], [-1.0333, -0.7309, -1.9300], [-2.1568, -0.6598, -2.9716], [0.2989, -0.3113, -2.5432], [-0.2061, -3.1389, -1.8457], [-0.4280, -4.4680, -1.4805], [-1.4178, -4.7872, -0.5506], [-2.1569, -3.7853, 0.0807], [-3.2634, -4.1567, 1.0613], [-2.6923, -4.6492, 2.3891], [-4.2654, -5.1567, 0.4790], [-1.7738, -0.3633, 1.2600], [-0.3402, -0.3061, 1.3577], [0.4212, -1.4146, 1.7873], [1.7953, -1.2965, 1.8869], [2.5496, -2.4378, 2.5127], [3.8369, -2.5203, 2.0769], [2.6022, -2.3104, 3.8843], [1.9544, -3.6469, 2.2683], [2.4618, -0.1538, 1.4501], [1.7144, 0.9425, 1.0282], [2.3797, 2.1865, 0.4991], [1.5997, 3.2984, 0.6743], [3.5768, 2.4488, 1.1073], [2.6276, 2.0904, -0.8464], [0.3309, 0.8871, 1.0307], [-2.7498, 0.4968, 1.7413], [-2.5010, 1.6190, 2.5426], [-4.6853, -2.1419, 3.0924], [-4.4680, -2.0023, 4.8538], [-6.1002, -2.0660, 4.1612], [-4.1345, 0.2796, 3.8132], [-5.8600, 1.4365, 5.2617], [-6.6874, -0.1348, 5.4512], [-5.0433, 0.0799, 6.0711], [-7.6843, 0.8098, 3.8294], [-9.1348, 0.9641, 1.8025], [-8.1784, 0.4609, -0.4421], [-4.6957, -0.4808, -1.0771], [-5.0469, 1.9783, -1.4109], [-5.1457, 1.0543, -2.9212], [-6.6313, 1.6312, -2.1297], [-6.6003, -2.0547, -1.3022], [-7.5517, -0.7777, -2.1008], [-6.0546, -1.3793, -2.8430], [-1.2742, -0.0116, -1.1381], [-3.1066, -1.0507, -2.5838], [-2.3155, 0.3797, -3.2863], [-1.8885, -1.2601, -3.8548], [1.1102, -0.3979, -1.8126], [0.5264, -0.9294, -3.4190], [0.2528, 0.7377, -2.8617], [0.5193, -2.9017, -2.6250], [0.1499, -5.2564, -1.9590], [-1.6307, -5.8322, -0.3151], [-3.8282, -3.2390, 1.2413], [-1.9601, -3.9361, 2.7900], [-3.4883, -4.7730, 3.1348], [-2.1948, -5.6203, 2.2557], [-4.7454, -4.7448, -0.4167], [-3.7794, -6.1026, 0.2102], [-5.0503, -5.3693, 1.2154], [-0.0782, -2.3311, 2.0816], [3.5442, -0.1113, 1.4641], [-0.2752, 1.7461, 0.7589], [-1.4675, 1.8577, 2.7073], [-3.3346, 2.1975, 2.9161], [2.8080, -1.4969, 7.3354], [3.4133, -0.6106, 6.3656], [2.6142, 0.2312, 5.6698], [3.2565, 1.1174, 4.7606], [2.5408, 2.1598, 4.2349], [1.1675, 2.3565, 4.5325], [0.4994, 3.5789, 4.0895], [0.7362, 4.8077, 4.6634], [0.7724, 6.0138, 3.8224], [0.5817, 5.9759, 2.6080], [1.1424, 7.2097, 4.4652], [1.4107, 8.3566, 3.6295], [1.0541, 7.4137, 5.8554], [1.1082, 8.5277, 6.3761], [0.9389, 6.2414, 6.6105], [0.9614, 6.4007, 8.0501], [1.1598, 4.9562, 6.0660], [1.6381, 4.0622, 6.7574], [0.5061, 1.3464, 5.2656], [1.2129, 0.3234, 5.8744], [3.6369, -2.0457, 7.7926], [2.2622, -0.9326, 8.1074], [2.1328, -2.2134, 6.8417], [4.3120, 0.9702, 4.5316], [3.0126, 2.8876, 3.5713], [-0.0585, 3.5492, 3.1590], [1.2416, 9.2622, 4.2056], [2.4632, 8.3256, 3.3235], [0.8008, 8.3046, 2.7260], [0.9836, 5.4110, 8.4927], [1.8458, 6.9683, 8.3639], [0.0651, 6.9462, 8.3594], [-0.5789, 1.4170, 5.3843], [0.7021, -0.3809, 6.5354]],
  "atomic_forces_ev_per_a": [[-0.081, -0.156, -0.214], [0.200, 0.439, -0.036], [0.119, 0.091, -0.019], [0.251, -0.199, -0.079], [-0.192, 0.031, -0.263], [0.158, -0.009, -0.211], [-0.351, 0.173, 0.422], [0.263, 0.230, -0.363], [0.372, 0.021, 0.242], [-0.020, 0.229, -0.004], [-0.051, -0.055, 0.129], [-0.715, -0.610, 0.055], [1.146, -0.647, 0.233], [1.623, -0.679, -0.243], [-2.416, 1.962, 0.338], [-0.299, -0.525, -0.481], [-0.182, 0.382, 0.039], [0.285, 0.020, 0.719], [-0.091, -0.295, -0.120], [0.014, 0.159, 0.039], [-0.367, -0.249, -0.105], [-0.014, 0.076, 0.246], [0.123, 0.038, -0.400], [0.318, -0.045, 0.378], [-0.117, 0.379, 0.121], [0.148, -0.103, 0.105], [0.095, -0.020, -0.164], [0.231, -2.353, -1.299], [1.432, 0.114, 0.352], [-0.541, 0.838, -0.063], [0.181, -0.151, -0.237], [0.460, -0.680, 0.567], [-0.927, 0.042, 0.325], [-0.014, -0.135, -1.255], [0.527, 0.965, 0.160], [-0.017, 0.068, 0.147], [-0.016, -0.100, -0.005], [0.294, 0.959, -0.176], [0.686, -1.017, -0.146], [-0.877, -0.319, -0.562], [-0.131, 0.062, 1.068], [-0.463, -0.488, 0.046], [-0.710, 2.242, 1.324], [-1.285, -1.453, -1.154], [-0.031, 0.149, 0.124], [-0.080, 0.118, -0.186], [0.257, 0.057, -0.079], [0.044, -0.272, 0.289], [-0.005, -0.123, 0.055], [0.146, 0.141, 0.058], [-0.140, 0.078, -0.107], [0.035, -0.141, -0.398], [0.169, -0.018, 0.005], [0.133, 0.011, 0.376], [-0.162, 0.164, -0.123], [-0.074, -0.050, -0.097], [-0.107, 0.004, 0.088], [0.152, -0.012, -0.001], [-0.036, 0.155, -0.061], [0.206, -0.113, 0.018], [-0.110, 0.126, 0.161], [0.015, -0.052, -0.156], [0.193, 0.101, -0.016], [0.071, -0.223, 0.033], [-0.094, 0.174, 0.190], [-0.046, -0.035, -0.145], [0.087, 0.181, 0.103], [0.004, -0.239, -0.020], [-0.289, -0.107, 0.193], [-0.096, 0.124, 0.160], [0.069, 0.320, -0.120], [0.090, -0.303, 0.137], [-0.111, -0.166, -0.025], [0.142, 0.012, -0.165], [-0.034, 0.206, 0.089], [0.095, -0.120, 0.114], [-0.158, 0.112, 0.047], [0.180, 0.027, -0.123], [0.069, 0.075, -0.008], [-0.075, 0.019, 0.067], [0.191, -0.022, -0.090], [-0.010, 0.202, 0.259], [0.285, 0.212, 0.004], [0.163, 0.274, -0.488], [-0.209, -0.634, 0.282], [-0.665, 0.755, 0.055], [-0.310, -1.061, 0.799], [-0.942, 1.052, -0.160], [-0.017, -1.791, 0.862], [0.723, 1.585, 0.174], [0.109, -1.239, -0.564], [-0.849, 0.461, -1.191], [0.340, 0.208, 1.415], [-0.567, -0.514, 0.389], [0.449, 0.327, -0.450], [-0.009, 0.482, 0.256], [-0.066, -1.780, -0.815], [0.144, 0.152, -0.671], [0.082, 0.309, 0.399], [1.236, -0.834, 1.063], [-0.941, 1.035, -0.719], [-0.006, 0.922, -0.556], [1.044, -0.349, -0.073], [-0.186, 0.203, -0.136], [0.179, -0.112, -0.262], [0.155, 0.246, 0.119], [-0.264, 0.081, 0.139], [0.050, -0.215, 0.275], [0.114, 0.271, -0.165], [-0.109, -0.070, -0.109], [-0.151, 0.107, -0.017], [-0.009, 0.095, 0.258], [-0.013, 0.022, 0.018], [-0.221, -0.151, -0.039], [0.195, -0.078, 0.012], [0.357, -0.018, 0.141], [0.170, 0.260, -0.341]],
  "fmax_ev_per_a": 3.130,
  "charge": 0,
  "gap_ha": 0.2186
}